1.
{"formula": "C50H56Br2F3IO18SSi2", "method": "ωB97M-V with the def2-TZVPD basis set", "species": ["C", "C", "O", "C", "C", "Si", "C", "C", "C", "I", "O", "Si", "C", "C", "C", "C", "O", "O", "C", "C", "C", "O", "C", "C", "O", "C", "Br", "C", "C", "Br", "S", "O", "O", "C", "F", "F", "F", "H", "H", "H", "H", "H", "H", "H", "H", "H", "H", "H", "H", "H", "H", "H", "H", "H", "H", "H", "H", "H", "H", "H", "H", "H", "H", "H", "H", "H", "H", "H", "H", "H", "H", "H", "H", "O", "C", "C", "C", "C", "O", "C", "C", "H", "H", "H", "H", "O", "C", "C", "C", "C", "O", "C", "C", "H", "H", "H", "H", "O", "C", "C", "C", "C", "O", "C", "C", "H", "H", "H", "H", "O", "C", "C", "C", "C", "O", "C", "C", "H", "H", "H", "H", "O", "C", "C", "C", "C", "O", "C", "C", "H", "H", "H", "H"], "xyz": [[-3.34200, -1.01231, 2.35214], [-2.78110, -2.42191, 2.23719], [-1.43334, -2.49374, 2.72771], [-0.54920, -3.15112, 1.85535], [-0.09103, -2.23660, 0.68782], [1.67315, -1.70890, 0.85483], [2.83267, -3.14823, 1.03437], [2.61281, -4.31881, 0.05500], [3.78508, -4.56028, -0.91005], [2.20363, -6.11713, 1.18602], [2.00495, -0.65986, 2.06575], [1.51461, 0.93328, 2.26045], [2.65183, 2.09618, 1.36210], [4.14949, 1.88841, 1.69337], [4.73634, 2.88289, 2.71794], [5.29831, 2.21379, 3.94412], [4.84289, 2.30097, 5.04138], [6.45772, 1.51014, 3.73193], [6.33708, 0.10881, 3.41644], [7.44537, -0.64760, 4.10761], [-0.23856, 1.15780, 1.61434], [-0.61877, 2.52012, 1.87330], [-1.33571, 3.17046, 0.89274], [-0.59196, 3.38209, -0.40032], [-2.42016, 3.59352, 1.13001], [1.68456, 1.30727, 4.11787], [1.53625, 3.22433, 4.41309], [0.81662, 0.54850, 5.12338], [0.88591, -0.96373, 4.94624], [-1.04464, 1.10673, 5.14101], [2.05662, -0.90353, -1.21385], [1.22792, 0.23257, -1.54869], [1.94868, -2.11376, -2.00504], [3.85295, -0.36390, -1.44045], [4.48252, -0.51718, -0.26296], [3.92596, 0.90616, -1.81556], [4.44371, -1.12924, -2.34282], [-3.33383, -0.48675, 1.39613], [-4.36503, -1.02088, 2.72354], [-2.73353, -0.43850, 3.04945], [-3.37223, -3.10740, 2.84808], [-2.80296, -2.77093, 1.20188], [0.28551, -3.51079, 2.46143], [-1.03249, -4.03783, 1.43413], [-0.80557, -1.42083, 0.56947], [-0.13542, -2.79831, -0.25285], [3.86278, -2.78994, 0.96827], [2.69848, -3.46097, 2.07320], [1.71143, -4.18042, -0.53156], [4.52300, -3.76240, -0.81197], [4.28618, -5.50742, -0.73355], [3.43495, -4.53072, -1.94094], [2.49645, 2.06603, 0.28046], [2.32674, 3.09206, 1.67614], [4.71221, 1.96977, 0.76615], [4.31137, 0.86373, 2.03349], [5.55578, 3.44304, 2.26510], [3.98719, 3.59915, 3.04750], [5.35640, -0.25872, 3.73429], [6.39811, -0.01485, 2.33159], [8.41717, -0.25513, 3.80778], [7.36785, -0.56853, 5.19151], [7.38875, -1.69937, 3.82464], [-0.29229, 0.93442, 0.54361], [-0.94694, 0.49278, 2.11489], [-1.24543, 3.89463, -1.09981], [-0.24580, 2.44836, -0.84223], [0.28795, 3.99624, -0.20357], [2.70970, 1.06583, 4.41893], [1.16742, 0.80759, 6.12003], [0.62341, -1.45433, 5.88172], [1.90250, -1.26125, 4.67829], [0.20000, -1.31930, 4.17823], [1.80784, -4.10616, -5.10748], [0.61030, -3.92230, -5.09596], [0.00011, -2.79351, -4.34818], [-1.31765, -2.62391, -4.33062], [-2.23228, -3.53811, -5.05000], [-3.43087, -3.36419, -4.98026], [-1.62918, -4.65306, -5.81972], [-0.31023, -4.83044, -5.83890], [0.67145, -2.13747, -3.81430], [-1.79324, -1.81964, -3.78237], [-2.31760, -5.30623, -6.34094], [0.16100, -5.64026, -6.38136], [8.24152, -0.03924, 7.42548], [8.57587, 1.12766, 7.44523], [9.63852, 1.59547, 8.37341], [10.01408, 2.87062, 8.40744], [9.38489, 3.87959, 7.51541], [9.72848, 5.04152, 7.54480], [8.32570, 3.40574, 6.59179], [7.94769, 2.13016, 6.55165], [10.07779, 0.83846, 9.01045], [10.78394, 3.23829, 9.07389], [7.88142, 4.16095, 5.95520], [7.17721, 1.79264, 5.87391], [-4.12678, -1.68710, -1.50834], [-4.87724, -0.93472, -2.09884], [-5.38735, 0.29723, -1.45091], [-6.19744, 1.12393, -2.10266], [-6.61585, 0.85587, -3.50210], [-7.34317, 1.63178, -4.08877], [-6.10432, -0.37637, -4.15311], [-5.29902, -1.20944, -3.49639], [-5.05444, 0.48184, -0.43743], [-6.57945, 2.03270, -1.65786], [-6.40792, -0.55364, -5.17908], [-4.88335, -2.10950, -3.93291], [-6.98131, 8.16385, -1.73474], [-6.37135, 7.11724, -1.73730], [-5.39683, 6.79184, -0.66309], [-4.72541, 5.64393, -0.66463], [-4.92295, 4.64205, -1.74243], [-4.31529, 3.59224, -1.74267], [-5.89863, 4.96251, -2.81592], [-6.57037, 6.11043, -2.81166], [-5.27323, 7.54105, 0.10848], [-4.01009, 5.38034, 0.10466], [-6.03136, 4.20934, -3.58343], [-7.28951, 6.36921, -3.57830], [-9.56442, -4.25218, -10.00902], [-8.88752, -3.45047, -9.40452], [-8.00995, -2.48762, -10.11964], [-7.26430, -1.60925, -9.45589], [-7.27923, -1.55399, -7.97283], [-6.59846, -0.75215, -7.36875], [-8.15596, -2.51444, -7.25618], [-8.90169, -3.39283, -7.91972], [-8.01896, -2.54968, -11.20033], [-6.61637, -0.89735, -9.95102], [-8.14846, -2.45370, -6.17511], [-9.54967, -4.10380, -7.42331]], "mulliken_charge": [-0.658, -0.420, -0.388, -1.012, -0.114, -0.426, -1.213, -0.034, -0.895, 0.046, -0.195, -0.174, -0.854, -0.242, -1.272, 0.511, -0.506, -0.292, 0.230, -1.423, 0.099, -0.028, 0.472, -0.706, -0.494, -0.700, -0.054, -0.035, -1.044, -0.134, 0.760, -0.597, -0.559, 0.645, -0.221, -0.219, -0.217, 0.003, 0.501, 0.005, 0.463, 0.343, 0.444, 0.341, 0.487, 0.651, 0.514, 0.784, 0.219, 0.243, 0.396, 0.162, 0.634, 0.945, 0.510, -0.103, 0.515, 0.429, 0.224, 0.237, 0.339, 0.237, 0.440, 0.633, -0.789, 0.288, 0.210, 0.260, 0.382, 0.596, 0.544, 0.163, 0.127, -0.560, 0.298, -0.276, -0.229, 0.374, -0.495, -0.504, -0.433, 0.399, 0.525, 0.439, 0.405, -0.559, 0.289, -0.402, -0.462, 0.137, -0.545, -0.213, 0.339, 0.428, 0.406, 0.477, 0.082, -0.539, 0.253, -0.162, -0.410, 0.112, -0.604, -0.326, -0.652, 0.399, 0.532, 0.857, 0.634, -0.554, 0.284, -0.349, -0.298, 0.313, -0.461, -0.237, -0.400, 0.447, 0.472, 0.382, 0.426, -0.538, 0.297, -0.402, -0.431, 0.582, -0.541, -0.277, -0.420, 0.399, 0.423, 0.435, 0.417], "smiles": "CCOCC[Si@](C[C@@H](C)I)(O[Si@@](CCCC(=O)OCC)(COC(C)=O)[C@@H](Br)[C@H](C)Br)S(=O)(=O)C(F)(F)F.O=C1C=CC(=O)C=C1.O=C1C=CC(=O)C=C1.O=C1C=CC(=O)C=C1.O=C1C=CC(=O)C=C1.O=C1C=CC(=O)C=C1"}

***

2.
{"formula": "C30H44N2O6P2Tb", "method": "ωB97M-V with the def2-TZVPD basis set", "species": ["Tb", "C", "C", "C", "C", "C", "C", "H", "H", "H", "C", "H", "H", "H", "C", "H", "H", "H", "C", "H", "H", "H", "C", "H", "H", "H", "C", "C", "C", "C", "C", "C", "C", "C", "H", "H", "H", "H", "H", "H", "H", "H", "H", "H", "H", "H", "P", "C", "C", "P", "C", "C", "C", "H", "H", "H", "H", "H", "H", "H", "H", "H", "H", "H", "H", "H", "H", "O", "C", "O", "C", "C", "C", "C", "C", "C", "N", "O", "O", "N", "O", "O", "H", "H", "H"], "xyz": [[0.06591, -0.27770, 0.33389], [-0.58922, -2.69629, 1.42577], [0.70807, -2.85426, 0.83699], [0.94430, -1.62256, 2.77984], [-0.43386, -1.96000, 2.63761], [1.64271, -2.14059, 1.65119], [-1.87281, -3.30496, 0.98919], [-1.77293, -3.83044, 0.03482], [-2.65956, -2.54464, 0.87091], [-2.22908, -4.02747, 1.73885], [-1.52172, -1.68419, 3.60126], [-2.28779, -2.47035, 3.57044], [-2.02955, -0.73670, 3.36764], [-1.14677, -1.59698, 4.62803], [1.58500, -0.93749, 3.92196], [1.01777, -1.06123, 4.85311], [1.66013, 0.14515, 3.74251], [2.60829, -1.30470, 4.08080], [3.11756, -2.07905, 1.48242], [3.63142, -2.64770, 2.27248], [3.48210, -1.04339, 1.54102], [3.43032, -2.48751, 0.51643], [1.08158, -3.78168, -0.26447], [1.62191, -4.66010, 0.12676], [1.74580, -3.29405, -0.99016], [0.20114, -4.15117, -0.79787], [-1.17580, 1.14914, -4.30818], [-1.54945, -0.14739, -4.41037], [-0.99304, -1.07565, -5.45170], [0.53583, -1.01296, -5.64477], [1.33688, -0.59543, -4.45123], [1.79042, 0.67251, -4.28003], [1.20674, 1.89063, -4.92558], [-0.28621, 1.81056, -5.31248], [-1.44542, -0.82674, -6.42695], [0.76531, -0.37358, -6.51645], [-1.31379, -2.10571, -5.22767], [-0.39390, 1.34338, -6.30976], [-1.65638, 1.81896, -3.58583], [-2.52551, -0.49900, -4.06844], [-0.62868, 2.85383, -5.43476], [1.37908, 2.76384, -4.27484], [2.74609, 0.87784, -3.80874], [1.76425, 2.09991, -5.85837], [0.86238, -2.02943, -5.92907], [1.72867, -1.41748, -3.85798], [-1.70269, -0.37230, -1.62252], [-3.24685, 0.49553, -1.97093], [-1.41309, -2.00837, -2.40733], [1.94797, 0.77178, -1.23469], [-0.07068, 0.62083, -1.91555], [2.97595, -0.64616, -1.79737], [2.66486, 2.33922, -1.75055], [-3.33400, 1.33732, -1.26199], [-4.08751, -0.18773, -1.76812], [-3.34827, 0.88888, -2.98376], [-0.69254, -1.94925, -3.23211], [-2.36413, -2.41952, -2.78011], [-1.01395, -2.71607, -1.67027], [2.40697, 2.65285, -2.76671], [3.75711, 2.30999, -1.65689], [2.28345, 3.09876, -1.05288], [-0.33046, 1.67821, -2.03716], [0.20288, 0.18384, -2.86653], [3.66088, -0.92531, -0.98177], [3.58251, -0.43052, -2.68506], [2.36001, -1.53306, -2.01335], [-0.53297, 3.33495, 1.59400], [-0.57340, 2.35100, 2.32168], [-0.43710, 1.09519, 1.92131], [-0.81389, 2.52599, 3.80389], [-0.71489, 1.45377, 4.70295], [-0.91113, 1.61569, 6.08485], [-1.23976, 2.88454, 6.58998], [-1.35398, 3.97320, 5.69944], [-1.13292, 3.79841, 4.31302], [-1.70645, 5.24722, 6.22814], [-1.89919, 5.36437, 7.45269], [-1.80885, 6.20502, 5.42509], [-0.76113, 0.52459, 7.01380], [-0.44171, -0.61143, 6.60338], [-0.96061, 0.77937, 8.22496], [-0.48376, 0.46879, 4.32641], [-1.39525, 3.01420, 7.65477], [-1.21964, 4.63902, 3.62715]], "mulliken_charge": [0.101, 0.306, 1.086, 0.867, 0.667, 0.213, -1.776, 0.376, 0.249, 0.524, -1.194, 0.499, 0.097, 0.202, -1.205, 0.186, 0.089, 0.518, -1.818, 0.469, 0.305, 0.395, -1.619, 0.338, 0.266, 0.402, -0.274, -0.437, -1.319, -1.069, -0.216, -0.731, -0.946, -1.501, 0.460, 0.378, 0.365, 0.311, 0.690, 0.931, 0.533, 0.183, 1.416, 0.399, 0.413, 0.301, 0.894, -1.182, -0.366, 0.750, 1.896, -0.686, -0.922, 0.326, 0.398, 0.478, -0.067, 0.566, -0.426, 0.183, 0.451, 0.372, 0.632, -2.416, 0.431, 0.451, -0.360, -0.686, 0.127, -0.201, 0.108, 0.888, -1.029, -0.101, -0.338, -0.680, 0.970, -0.577, -0.586, 0.934, -0.591, -0.596, 0.286, 0.622, 0.623], "s_squared": 12.7032, "charge": 1, "spin_multiplicity": 7, "relative_energy_kcal_mol": 89.4}

***

| no. | DFT total energy (eV) |
| --- | --- |
| 1 | -272539.24374 |
| 2 | -88086.97696 |